Entry 1:
A cluster of 2 separate species, C2H3F2O4S in total at a distorted geometry, computed with wB97M-V/def2-TZVPD.

Atoms and positions in Å:
S  2.858  -0.028  -0.487
F  -1.500  1.645  0.880
F  -3.105  -1.017  -0.794
O  2.256  -1.557  -0.049
O  1.766  0.917  0.148
O  4.132  0.237  0.191
O  -0.481  0.147  -0.430
C  -2.814  0.027  0.054
C  -1.549  0.441  0.148
H  -3.642  0.258  0.656
H  0.685  0.794  -0.047
H  1.394  -1.864  -0.270

## Properties
energy above the lowest of the compared OMol25 structures with the same formula, charge and spin = 1.072 eV
total charge = -1

***

Entry 2:
A cluster of 4 separate species, C24H39F2NO4Si in total at a distorted geometry, computed with wB97M-V/def2-TZVPD.

Atoms and positions in Å:
Si  -0.234  -0.237  -0.228
F  -4.395  -2.841  -1.921
F  -3.459  -0.661  -2.205
O  -2.202  7.147  -0.128
O  2.873  -2.797  1.418
O  6.834  -5.243  2.925
O  -6.887  0.663  -2.628
N  -6.143  -1.174  -0.932
C  -1.681  2.442  -3.647
C  -2.386  -2.332  -0.472
C  6.669  -6.056  0.686
C  -1.030  1.270  -1.150
C  -6.512  0.243  -1.417
C  8.916  -5.846  1.923
C  -1.727  2.483  -0.295
C  7.420  -5.676  1.934
C  3.448  -4.284  3.195
C  -3.722  -1.704  -1.187
C  5.003  -2.389  2.415
C  -2.400  3.640  -2.785
C  -1.592  7.883  -0.903
C  -1.259  9.303  -0.534
C  1.701  -0.245  -0.246
C  -0.971  1.206  -2.819
C  -6.265  1.098  -0.007
C  -0.959  -1.830  -1.105
C  -4.859  -1.187  -0.076
C  -4.815  0.379  0.414
C  -1.150  7.396  -2.257
C  3.700  -3.127  2.266
C  -0.755  -0.106  1.643
C  -2.424  3.708  -1.147
H  -0.963  -1.665  -2.268
H  -0.153  -2.684  -0.891
H  -2.944  4.571  -0.516
H  -2.429  -2.123  0.687
H  -1.721  2.461  0.893
H  9.355  -5.224  1.139
H  2.177  0.800  -0.485
H  -6.092  2.261  -0.168
H  -1.618  7.999  -3.040
H  4.214  -5.050  3.051
H  5.599  -5.880  0.839
H  -0.777  -1.173  2.175
H  2.140  -1.003  -1.037
H  -1.662  2.369  -4.824
H  6.822  -7.116  0.469
H  -6.873  -1.321  -0.173
H  5.839  -3.070  2.236
H  5.073  -1.956  3.416
H  -1.639  9.516  0.471
H  2.469  -4.722  2.973
H  -0.061  7.451  -2.334
H  -1.458  6.353  -2.387
H  -0.437  0.293  -3.370
H  9.324  -5.532  2.889
H  3.449  -3.936  4.231
H  -0.028  0.579  2.261
H  9.169  -6.897  1.761
H  -2.438  -3.511  -0.609
H  -0.175  9.443  -0.534
H  -4.875  -1.956  0.834
H  -4.606  0.410  1.587
H  5.048  -1.579  1.679
H  2.156  -0.576  0.806
H  -2.931  4.499  -3.387
H  -7.088  0.968  0.843
H  7.008  -5.443  -0.153
H  -1.731  9.991  -1.239
H  -1.829  0.387  1.716
H  -4.052  0.940  -0.275

## Properties
structure (SMILES) = C[Si](C)(CCC(F)(F)[C@H]1CCC(=O)N1)c1ccccc1.CC(C)=O.CC(C)=O.CC(C)=O
total charge = 0

***

Entry 3:
A structure of composition C26H32BeN6O3S2, computed with wB97M-V/def2-TZVPD.

Atoms and positions in Å:
S  -1.084  1.993  0.744
S  2.972  -0.145  -0.436
O  -0.306  0.976  -0.087
O  1.616  -0.787  -0.314
O  0.596  -0.170  -2.540
N  0.199  -2.151  -3.552
N  -3.642  1.636  -3.521
N  -5.115  3.121  -4.392
N  -0.919  -1.674  -0.790
N  -4.017  3.688  -2.452
N  -1.930  0.616  -2.110
C  2.373  -1.130  -3.819
C  -2.115  0.001  4.136
C  1.424  1.964  1.982
C  -1.318  -2.617  -1.668
C  -1.411  0.839  3.282
C  -3.763  -0.401  2.422
C  3.902  -1.423  3.271
C  -2.744  1.155  -2.744
C  2.728  1.655  -0.242
C  -3.070  0.431  1.560
C  -1.772  -3.848  -1.247
C  3.215  -1.189  2.084
C  -1.202  -2.278  -3.133
C  5.221  -1.010  3.407
C  0.987  -1.127  -3.257
C  2.670  2.276  1.148
C  0.217  2.829  1.623
C  -4.240  2.810  -3.439
C  5.195  -0.138  1.167
C  -3.280  -0.622  3.706
C  -1.757  -4.152  0.108
C  5.871  -0.380  2.352
C  -0.888  -1.978  0.518
C  -1.281  -3.210  1.002
C  -1.894  1.039  1.994
C  3.865  -0.526  1.057
Be  -0.430  -0.059  -1.289
H  2.195  -1.523  1.940
H  1.667  2.169  3.025
H  -4.486  4.576  -2.416
H  0.594  -2.888  -4.115
H  -4.680  -0.875  2.097
H  5.700  0.349  0.338
H  -3.433  0.605  0.552
H  -5.610  3.995  -4.406
H  0.491  3.671  0.984
H  2.859  -2.084  -3.614
H  -0.292  3.253  2.493
H  -0.530  -1.198  1.177
H  1.811  1.827  -0.810
H  -1.750  -0.160  5.143
H  -1.655  -3.058  -3.735
H  2.756  3.361  1.028
H  3.564  2.073  -0.807
H  1.177  0.902  1.913
H  -0.509  1.318  3.634
H  3.545  1.971  1.720
H  -3.350  3.479  -1.732
H  -3.824  -1.270  4.381
H  6.905  -0.077  2.454
H  -2.133  -4.564  -1.973
H  -2.098  -5.120  0.454
H  -1.713  -1.341  -3.337
H  2.950  -0.326  -3.377
H  3.405  -1.929  4.089
H  -1.221  -3.414  2.061
H  2.335  -0.993  -4.901
H  -5.290  2.453  -5.123
H  5.751  -1.192  4.333

## Properties
energy above the lowest of the compared OMol25 structures with the same formula, charge and spin = 0.248 eV
total charge = +2

***

Number 1: LUMO level 3.8 eV, E_tot -976.9233 hartree, Kohn-Sham gap 7.96 eV. Number 2: LUMO level 0.4 eV, E_tot -1782.3876 hartree, Kohn-Sham gap 8.60 eV. Number 3: LUMO level -4.6 eV, E_tot -2375.0440 hartree, Kohn-Sham gap 8.77 eV.